# 1
Here is a 3-piece molecular cluster, C11H21BFNO2S2 overall from OMol25. Energies are from ωB97M-V with the def2-TZVPD basis set.

```
39
Properties=species:S:1:pos:R:3:forces:R:3:lowdin_charge:R:1
F -1.094 4.465 -2.529 -1.1 -1.8 -0.3 -0.130
C -1.939 3.295 -2.746 -0.1 -0.3 0.0 -0.173
C -1.090 2.016 -3.263 -0.4 0.4 0.2 -0.123
B -1.251 0.719 -2.261 1.3 0.5 -1.2 -0.085
C -0.220 -0.519 -2.375 3.3 -4.0 -0.1 -0.088
C -0.205 -1.573 -3.529 1.0 0.2 1.2 -0.029
C 0.791 -2.731 -3.677 -0.7 3.0 2.6 -0.124
N 1.808 -2.933 -2.712 -2.7 2.9 0.0 -0.008
C 1.824 -2.005 -1.646 -0.9 1.3 0.1 -0.155
C 0.927 -0.803 -1.335 -1.0 -1.9 -3.7 -0.004
H -2.459 3.029 -1.762 0.9 0.6 -1.2 0.097
H -2.763 3.610 -3.474 1.3 -0.4 0.8 0.118
H 0.010 2.294 -3.383 -1.4 -0.3 0.1 0.116
H -1.476 1.726 -4.306 0.6 0.3 1.3 0.112
H -2.123 0.782 -1.470 -0.2 -0.4 0.2 0.058
H -1.008 -1.466 -4.344 1.4 -0.2 1.3 0.092
H 0.719 -3.425 -4.576 0.2 1.0 1.5 0.100
H 2.675 -2.164 -0.884 -1.4 0.1 -1.4 0.093
H 1.085 -0.120 -0.432 -0.3 -1.3 -1.5 0.082
C -1.782 3.203 1.704 -0.1 0.0 -0.1 -0.267
S -0.555 1.908 1.978 -0.1 0.0 0.2 0.831
O -0.594 0.997 0.791 -0.1 0.2 0.1 -0.569
C -1.435 1.085 3.319 0.0 -0.2 0.0 -0.256
H -1.450 3.823 0.870 0.1 -0.1 0.0 0.045
H -2.748 2.757 1.461 0.1 -0.1 0.0 0.058
H -1.867 3.820 2.600 0.1 -0.1 0.0 0.053
H -2.422 0.766 2.978 0.1 0.1 -0.1 0.063
H -1.531 1.767 4.166 0.1 0.1 -0.1 0.055
H -0.858 0.210 3.624 0.1 0.0 -0.1 0.023
C 1.510 -3.028 1.642 0.0 0.1 0.0 -0.274
S 1.473 -2.880 3.441 -0.1 0.1 0.0 0.820
O 0.389 -1.911 3.789 0.3 -0.1 -0.1 -0.563
C 3.047 -2.011 3.593 0.1 0.1 0.0 -0.270
H 0.590 -3.514 1.316 0.0 0.1 0.1 0.060
H 1.575 -2.038 1.189 -0.1 0.0 0.1 0.027
H 2.365 -3.636 1.343 0.0 0.0 0.1 0.056
H 3.018 -1.083 3.020 -0.1 -0.1 0.0 0.057
H 3.854 -2.651 3.233 -0.1 0.0 0.0 0.053
H 3.212 -1.780 4.647 -0.1 -0.1 -0.1 0.049
```
Forces are in eV/Å.

**Largest force on an atom**: 5.185 eV/Å
**LUMO**: 0.0066 Eh
**HOMO-LUMO gap**: 9.1 eV

=====

# 2
Here is C5H13NO as an isolated structure from OMol25. Energies are from ωB97M-V with the def2-TZVPD basis set.

```
20
Properties=species:S:1:pos:R:3:forces:R:3:lowdin_charge:R:1
C -0.770 0.311 -0.446 4.8 1.7 2.4 -0.297
C -0.506 -1.054 -0.095 -6.0 -2.1 -2.9 -0.119
C 1.230 0.793 1.598 -0.5 0.6 -0.3 -0.158
C 2.022 0.908 -0.670 -0.3 0.2 0.0 -0.161
C -2.121 -1.558 -0.893 1.9 -1.1 1.5 -0.050
N 0.992 0.446 0.222 -0.2 0.4 -0.7 -0.264
O -1.616 1.105 0.256 -0.1 -0.3 -0.2 0.034
H -1.647 0.815 1.177 0.0 0.0 -0.1 0.110
H -0.734 0.598 -1.490 0.1 0.0 0.1 0.147
H 0.189 -1.598 -0.717 0.2 0.2 0.3 0.106
H -0.647 -1.350 0.938 0.4 0.1 0.0 0.106
H 3.012 0.526 -0.377 -0.1 0.1 0.1 0.075
H 1.833 0.536 -1.682 0.0 0.1 0.0 0.069
H 0.442 0.382 2.237 0.0 0.0 0.1 0.064
H 2.181 0.376 1.964 -0.1 0.0 -0.2 0.082
H 1.261 1.883 1.763 0.0 0.0 0.2 0.074
H 2.084 2.008 -0.705 0.2 0.0 -0.2 0.072
H -2.146 -2.611 -0.618 -0.5 -0.1 -0.2 0.031
H -2.076 -1.474 -1.977 0.2 0.2 0.0 0.041
H -2.986 -1.042 -0.484 0.2 0.1 0.0 0.037
```
Forces are in eV/Å.

**Largest force on an atom**: 7.033 eV/Å
**LUMO**: 0.0298 Eh
**HOMO-LUMO gap**: 8.2 eV

=====

# 3
Here is C25H33BaO2S as an isolated structure from OMol25. Energies are from ωB97M-V with the def2-TZVPD basis set.

```
62
Properties=species:S:1:pos:R:3:forces:R:3:lowdin_charge:R:1
O -1.148 -3.098 -0.425 -0.2 -0.4 -0.5 -0.182
C -1.680 -4.365 0.085 0.6 1.0 -0.7 -0.151
C -0.956 -5.140 -1.001 -0.2 0.0 -0.7 -0.076
H -2.755 -4.351 -0.029 -0.2 -0.1 0.2 0.069
H -1.389 -4.524 1.115 0.1 -0.1 0.3 0.107
C -0.567 -3.754 -1.630 -0.3 -0.4 0.6 -0.471
H -1.597 -5.794 -1.598 0.0 0.3 -0.2 0.099
H -0.133 -5.756 -0.703 0.7 -0.1 0.4 0.098
C -1.415 -3.424 -2.860 -0.3 0.3 -0.1 -0.013
H -2.464 -3.729 -2.694 0.4 0.1 0.0 0.073
H -1.058 -3.940 -3.755 0.1 -0.2 0.1 0.086
H -1.431 -2.350 -3.115 0.2 -0.4 0.4 0.064
C 0.923 -3.423 -1.749 0.5 -0.3 -0.1 -0.016
H 1.485 -3.593 -0.823 -0.6 0.1 0.2 0.084
H 1.076 -2.380 -2.031 -0.2 0.0 0.1 0.053
H 1.501 -4.034 -2.464 -0.7 0.0 -0.2 0.087
Ba -2.133 -0.057 0.411 2.7 0.4 0.5 1.627
C 1.196 0.221 1.398 -0.3 -0.7 0.7 -0.182
C 0.373 0.372 2.545 0.4 0.4 -0.1 -0.230
C -0.269 -0.862 2.803 -0.2 -0.3 -0.2 -0.302
H 0.351 1.272 3.166 -0.3 -0.4 -0.4 0.063
C 0.162 -1.780 1.801 -0.1 -0.3 0.3 -0.291
C 1.057 -1.117 0.944 0.0 0.4 0.3 -0.209
H 1.612 -1.562 0.129 -0.2 0.1 0.0 0.060
H 1.887 0.946 0.985 -0.3 0.0 0.2 0.083
H -0.896 -1.117 3.661 0.2 0.2 -0.2 0.065
H -0.050 -2.850 1.764 -0.1 0.4 0.1 0.061
C 0.481 1.546 -1.144 -0.2 0.0 -0.7 -0.196
C 0.961 0.411 -1.848 -0.4 0.6 -0.3 -0.186
C -0.099 -0.114 -2.622 0.2 0.1 0.3 -0.216
H 1.978 0.018 -1.837 -0.3 0.2 0.1 0.086
C -1.258 0.672 -2.373 -0.2 0.2 -0.1 -0.342
C -0.890 1.731 -1.470 0.3 -0.3 -0.3 -0.369
H -1.511 2.564 -1.113 0.3 -0.4 -0.2 0.038
H 1.078 2.239 -0.547 -0.4 -0.4 -0.1 0.083
H 0.024 -0.915 -3.364 -0.3 0.4 0.5 0.071
H -2.232 0.543 -2.867 0.4 0.2 0.1 0.061
O -4.703 -3.729 -0.710 -1.8 -1.3 -0.4 -0.169
C -4.821 -5.081 -1.261 0.6 -0.4 -0.1 -0.195
C -6.189 -5.702 -0.928 -0.3 0.3 -0.4 -0.158
H -4.048 -5.754 -0.852 0.0 0.6 0.1 0.104
H -4.629 -5.060 -2.345 -0.2 0.3 0.3 0.117
C -6.795 -4.737 0.118 0.2 -0.2 0.0 -0.155
H -6.123 -6.733 -0.522 0.2 0.7 -0.3 0.113
H -6.785 -5.751 -1.857 0.1 0.1 0.6 0.107
C -5.837 -3.529 0.179 0.4 0.2 0.4 -0.180
H -6.802 -5.234 1.095 -0.2 0.2 -0.2 0.106
H -7.823 -4.448 -0.136 0.3 0.0 0.1 0.106
H -5.399 -3.425 1.170 -0.1 -0.1 0.3 0.109
H -6.360 -2.574 0.014 0.3 -0.3 -0.6 0.114
S -1.903 3.111 1.702 -2.0 -0.5 -0.1 0.354
C -0.454 3.987 1.803 1.2 1.2 0.4 -0.797
C 0.324 3.903 2.996 0.2 -0.4 -0.6 -0.173
C 1.655 4.306 3.002 -0.4 1.1 0.3 -0.120
C 2.077 5.176 1.986 0.6 -1.1 -0.6 -0.148
C 1.375 5.227 0.773 -0.3 0.9 0.7 -0.129
C 0.050 4.799 0.743 0.1 -0.7 0.2 -0.145
H -0.159 3.576 3.920 0.3 -0.7 -0.5 0.089
H 2.365 3.991 3.789 -0.7 0.7 0.0 0.097
H 2.906 5.850 2.163 0.7 -0.6 -0.4 0.076
H 1.883 5.620 -0.121 -0.6 0.5 0.5 0.094
H -0.630 5.154 -0.038 0.3 -0.9 -0.2 0.093
```
Forces are in eV/Å.

**Largest force on an atom**: 2.758 eV/Å
**Charge**: -1
**LUMO**: 0.0581 Eh
**HOMO-LUMO gap**: 4.8 eV

=====

# 4
Here is C4H2ClN3OS2 as an isolated structure from OMol25. Energies are from ωB97M-V with the def2-TZVPD basis set.

```
13
Properties=species:S:1:pos:R:3:forces:R:3:lowdin_charge:R:1
C -2.302 -1.144 0.697 -0.1 -0.4 -0.8 -0.389
C 1.136 1.399 0.016 0.6 1.9 -0.7 -0.840
C 0.998 -1.182 -0.627 1.0 1.8 2.7 -0.608
C 0.471 0.057 0.099 -1.1 0.3 0.3 -0.413
N -2.850 -2.116 0.952 -0.3 -1.3 0.3 0.173
N 0.550 2.391 -0.558 1.3 -1.3 1.3 -0.283
N -0.855 0.323 -0.540 0.3 -2.5 0.3 -0.349
O -1.871 0.022 0.512 0.2 3.4 0.6 -0.029
S 1.895 -2.232 0.151 0.1 -0.7 -0.2 0.791
S -0.867 1.877 -1.171 -2.0 0.4 -0.8 0.996
Cl 2.566 1.718 0.882 0.4 -0.3 0.1 0.745
H 0.746 -1.068 -1.626 -0.3 -0.7 -2.1 0.048
H 0.383 -0.045 1.213 -0.3 -0.6 -0.9 0.159
```
Forces are in eV/Å.

**Largest force on an atom**: 3.495 eV/Å
**LUMO**: -0.0465 Eh
**HOMO-LUMO gap**: 8.1 eV